# 1
Density functional theory data (the ωB97M-V functional and the def2-TZVPD basis) for one molecule with the formula C27H33N3O6.

Values from the calculation:
E	-1664.43900	hartree
SMILES	CCOc1ccc(NC(=O)CN(C)C(=O)c2ccc3c(c2)C(=O)N(CCC(C)C)C3=O)cc1OCC
ΔE to the lowest compared entry with this formula, charge and spin	35.7	kJ/mol
orbital gap	7.67	eV

The geometry in ORCA input format:
```
! RIJCOSX wB97M-V def2-TZVPD def2/J DEFGRID3
* xyz 0 1
C 0.63215 1.41992 5.22815
C 1.07152 0.13485 4.54280
H 0.27336 -0.24167 3.89243
H 1.30811 -0.63298 5.28661
O 2.22410 0.44645 3.77365
C 2.69571 -0.41132 2.82949
C 3.54473 0.17140 1.89170
C 4.09826 -0.55536 0.85744
C 3.80337 -1.90560 0.74500
C 2.99381 -2.51562 1.69394
C 2.42759 -1.79435 2.73810
O 1.65425 -2.36588 3.69747
C 1.12406 -3.66397 3.47246
C 0.09518 -3.92942 4.56004
H 0.55933 -3.85868 5.54042
H -0.32135 -4.92448 4.43424
H -0.70679 -3.19891 4.50052
H 0.65579 -3.70026 2.48255
H 1.92778 -4.41118 3.52701
H 2.81978 -3.57572 1.62239
N 4.39090 -2.66390 -0.29433
C 3.80542 -3.44281 -1.23139
O 4.46863 -4.10081 -2.00564
C 2.28032 -3.42299 -1.31282
N 1.71074 -2.09310 -1.28031
C 0.71698 -1.82032 -0.41095
O 0.35120 -2.60768 0.44539
C 0.05295 -0.48179 -0.54724
C 0.21010 0.46439 0.45906
C -0.45913 1.68264 0.41607
C -1.29898 1.91743 -0.65219
C -1.47152 0.96200 -1.65764
C -0.80658 -0.24370 -1.62344
H -0.95579 -0.98020 -2.39789
C -2.42973 1.50913 -2.65244
O -2.83832 1.01596 -3.67231
N -2.77265 2.76567 -2.17894
C -2.14693 3.09030 -0.98395
O -2.28877 4.12662 -0.38737
C -3.72271 3.63273 -2.84192
C -5.13765 3.40025 -2.31069
H -5.43915 2.37534 -2.53934
C -6.16488 4.37762 -2.88992
C -6.35568 4.17225 -4.39079
H -5.44772 4.40405 -4.94080
H -7.14694 4.82066 -4.76007
H -6.63291 3.14130 -4.59940
C -7.49865 4.20434 -2.16528
H -7.38247 4.37456 -1.09746
H -7.88143 3.19684 -2.31357
H -8.23371 4.90945 -2.54588
H -5.80601 5.39842 -2.71671
H -5.11461 3.51340 -1.22393
H -3.66651 3.41247 -3.90945
H -3.41507 4.66472 -2.65479
H -0.33035 2.41959 1.19303
H 0.87490 0.24226 1.27913
C 2.14723 -1.18746 -2.31613
H 1.95318 -0.15739 -2.02474
H 1.63841 -1.39488 -3.26235
H 3.21866 -1.31284 -2.47110
H 1.84576 -3.98515 -0.48261
H 2.01365 -3.92323 -2.25172
H 5.40082 -2.62168 -0.36239
H 4.74814 -0.07738 0.14103
H 3.74828 1.22532 1.99571
H 0.38552 2.17665 4.48811
H 1.43518 1.79862 5.85429
H -0.24092 1.22741 5.84483
*
```

Löwdin population analysis, charges in e, atoms 1 to 6: -0.06 -0.25 0.13 0.12 -0.04 -0.22



# 2
Density functional theory data (the ωB97M-V functional and the def2-TZVPD basis) for a 5-piece molecular cluster, C27H33NO4P overall.

Values from the calculation:
E	-1745.23701	hartree
ΔE to the lowest compared entry with this formula, charge and spin	328.8	kJ/mol
orbital gap	5.78	eV

The geometry in ORCA input format:
```
! RIJCOSX wB97M-V def2-TZVPD def2/J DEFGRID3
* xyz 1 1
O 9.27019 2.71777 0.48879
P 8.30224 2.28943 -0.68700
N 7.46134 0.73613 -0.44698
O 7.33268 -0.00835 -1.56634
C 6.08778 0.83671 0.17807
C 5.06530 1.89030 -0.55414
C 3.63203 1.22643 -1.03735
O 2.48015 1.63537 -0.44731
O 3.48567 0.22654 -2.11974
H 9.13036 2.23026 -1.89589
H 7.39255 3.40685 -0.90714
H 8.05132 0.16084 0.22680
H 8.10373 0.12309 -2.19511
H 6.23447 1.19824 1.30306
H 5.64944 -0.25524 0.21815
H 4.77771 2.71574 0.25894
H 5.53173 2.40066 -1.49993
H 4.34302 -0.28891 -2.19658
C -3.26281 2.68718 0.10023
C -2.85901 2.41536 -1.20660
C -1.51575 2.16352 -1.48418
C -0.57691 2.17377 -0.45220
C -0.98138 2.44189 0.85525
C -2.32324 2.70291 1.13134
H -4.30924 2.88677 0.31564
H -3.59171 2.40061 -2.00961
H -1.20040 1.95839 -2.50358
H 0.46918 1.97270 -0.66756
H -0.24986 2.44823 1.65960
H -2.63710 2.91719 2.14916
C 3.32992 -0.45690 3.82919
C 3.79702 -1.17344 2.72776
C 4.66143 -2.25215 2.91215
C 5.05125 -2.62077 4.20005
C 4.58111 -1.90651 5.30172
C 3.72406 -0.82199 5.11667
H 2.65897 0.38586 3.68486
H 3.48776 -0.89040 1.72470
H 5.03054 -2.80608 2.05329
H 5.72099 -3.46444 4.34426
H 4.88370 -2.19493 6.30541
H 3.36239 -0.26235 5.97480
C -4.25785 0.38007 -4.37366
C -4.33046 -0.41276 -3.22871
C -5.18497 -1.51435 -3.19534
C -5.96031 -1.82915 -4.31170
C -5.88486 -1.03846 -5.45800
C -5.03723 0.06860 -5.48802
H -3.59431 1.24051 -4.39807
H -3.72115 -0.17140 -2.36131
H -5.24630 -2.12797 -2.30068
H -6.62265 -2.69045 -4.28764
H -6.48794 -1.28488 -6.32847
H -4.98282 0.68757 -6.37925
C -5.98038 -1.23054 0.63509
C -7.02959 -2.07724 0.27867
C -7.56902 -2.95452 1.21899
C -7.06521 -2.97806 2.51981
C -6.01848 -2.12865 2.87721
C -5.47286 -1.25794 1.93429
H -5.55796 -0.54939 -0.09896
H -7.42668 -2.05395 -0.73309
H -8.38205 -3.61887 0.93911
H -7.48873 -3.65819 3.25409
H -5.62708 -2.14597 3.89144
H -4.65373 -0.60027 2.21158
*
```

Löwdin population analysis, charges in e, atoms 1 to 6: -0.40 0.86 -0.32 0.00 -0.11 -0.07



# 3
Density functional theory data (the ωB97M-V functional and the def2-TZVPD basis) for C27H34AuN4O5S as an isolated structure.

Values from the calculation:
E	-2178.31939	hartree
ΔE to the lowest compared entry with this formula, charge and spin	128.3	kJ/mol
orbital gap	6.50	eV

The geometry in ORCA input format:
```
! RIJCOSX wB97M-V def2-TZVPD def2/J DEFGRID3
* xyz -1 1
Au 0.54616 -0.11389 -0.44668
C -3.51136 -3.02269 -4.18656
C -2.61724 -1.84248 -3.94705
C -2.98540 -0.55330 -4.32798
C -2.08060 0.45547 -4.05198
N -0.91757 0.22969 -3.45516
C -0.65892 -1.02951 -3.11433
S 0.91386 -1.36733 -2.37136
N -1.46074 -2.07532 -3.33730
H -4.14195 -2.87246 -5.06221
H -4.16106 -3.17801 -3.32464
H -2.90931 -3.91994 -4.31088
H -3.93313 -0.35039 -4.80767
H -2.28407 1.48445 -4.32856
O 1.42695 3.79932 -1.88388
C 0.72071 2.82510 -1.65273
O 1.19002 1.69935 -1.25136
C -0.77511 2.99385 -1.89470
C -1.15901 3.97187 -2.80759
C -2.49494 4.20783 -3.10218
C -3.48699 3.48711 -2.46111
C -3.08733 2.52755 -1.54338
C -1.76104 2.26098 -1.24486
N -4.12595 1.74673 -0.86266
O -5.27029 2.17064 -0.90548
O -3.79674 0.71636 -0.31188
H -0.37440 4.54810 -3.27932
H -2.76465 4.96124 -3.83077
H -4.53688 3.65179 -2.65053
H -1.53445 1.52629 -0.48393
C -1.35319 -6.01344 2.19893
C -1.41411 -4.67825 1.50419
C -2.60441 -4.22117 0.96027
C -2.62336 -2.97946 0.33328
C -3.88276 -2.42403 -0.26864
C -1.46309 -2.23577 0.24882
C -0.22087 -2.66896 0.76392
C -0.25486 -3.92291 1.41400
N 0.85997 -1.82209 0.62590
C 2.30903 -2.02649 0.89212
C 3.13717 -2.05205 -0.40155
C 2.65392 -3.32308 1.63297
C 2.82893 -0.87401 1.75456
H -2.33178 -6.49223 2.21416
H -1.01404 -5.90686 3.23094
H -0.65738 -6.68782 1.69657
H -3.50692 -4.81727 1.02582
H -4.73260 -3.08443 -0.08707
H -3.76457 -2.30071 -1.34441
H -4.11508 -1.44056 0.13975
H -1.53166 -1.27548 -0.24341
H 0.60976 -4.33694 1.88924
H 2.73902 -2.78492 -1.09961
H 4.16624 -2.32530 -0.16133
H 3.16144 -1.07921 -0.89101
H 2.39731 -4.20641 1.05441
H 2.18510 -3.37166 2.61372
H 3.73508 -3.32479 1.78287
H 2.64574 0.09302 1.28301
H 3.90843 -0.97659 1.88181
H 2.36003 -0.88543 2.73780
C 0.13575 2.64788 2.52992
C 0.07502 1.12989 2.37898
C -0.85812 0.48233 3.40017
O -0.37461 0.81228 1.09975
H 0.51067 2.93526 3.51644
H -0.86029 3.07512 2.39861
H 0.79141 3.07252 1.76942
H 1.08093 0.73610 2.55809
H -1.86900 0.87716 3.28499
H -0.52254 0.67523 4.42333
H -0.89320 -0.59473 3.23477
*
```

Löwdin population analysis, charges in e, atoms 1 to 6: 1.08 -0.03 -0.34 -0.01 -0.13 0.07



# 4
Density functional theory data (the ωB97M-V functional and the def2-TZVPD basis) for C27H34BCl4N6O2PtS3 as an isolated structure.

Values from the calculation:
E	-4708.00710	hartree
ΔE to the lowest compared entry with this formula, charge and spin	57.6	kJ/mol
orbital gap	6.05	eV

The geometry in ORCA input format:
```
! RIJCOSX wB97M-V def2-TZVPD def2/J DEFGRID3
* xyz -1 1
Pt -1.57930 -1.09510 0.74426
C -2.37812 5.01276 2.49894
C -2.92024 4.24935 1.28561
C -4.10201 3.40799 1.75309
C -3.40448 5.21529 0.20231
N -1.78879 3.46225 0.71268
C -0.62211 4.13454 0.36250
C 0.24619 3.22314 -0.09658
N -0.37255 1.99585 -0.06033
B 0.34044 0.68054 -0.39996
N 0.45578 0.45822 -1.91229
C 1.40101 1.09730 -2.69629
C 1.28207 0.65123 -3.95128
N 0.23821 -0.26630 -3.97673
C -0.31080 -0.36709 -2.71333
S -1.64932 -1.22753 -2.20931
C -0.12108 -0.89711 -5.27779
C -1.32703 -1.82858 -5.22249
C 1.09273 -1.70845 -5.74063
C -0.43637 0.22490 -6.27320
N 1.67848 0.48293 0.30963
C 2.84117 -0.03349 -0.24778
C 3.61738 -0.47679 0.74880
N 2.94679 -0.26287 1.94560
C 1.76772 0.38520 1.68223
S 0.66648 1.06652 2.74771
C 3.47248 -0.83667 3.21687
C 4.02594 -2.23410 2.90653
C 2.40031 -1.01068 4.28984
C 4.58021 0.08481 3.72441
C -1.61847 2.13312 0.44285
S -2.80152 0.89714 0.65200
H -3.20161 5.52139 3.00129
H -1.63873 5.76448 2.22307
H -1.91651 4.31744 3.20061
H -4.83022 4.09914 2.18240
H -3.81220 2.68437 2.51096
H -4.57177 2.86728 0.93595
H -4.24902 5.79364 0.57968
H -3.73052 4.65846 -0.67708
H -2.62249 5.91236 -0.10150
H -0.50913 5.19395 0.48786
H 1.26227 3.33840 -0.42916
H -0.36916 -0.17996 0.07041
H 2.07696 1.83263 -2.29659
H 1.85849 0.90074 -4.82160
H -1.17032 -2.66282 -4.54474
H -1.47034 -2.21176 -6.23638
H -2.22845 -1.31231 -4.90507
H 1.35193 -2.45125 -4.98556
H 1.96496 -1.07794 -5.91860
H 0.85403 -2.22796 -6.66991
H -1.23733 0.85379 -5.88253
H -0.76747 -0.21090 -7.21671
H 0.42800 0.85645 -6.47969
H 3.00625 -0.09973 -1.30482
H 4.58794 -0.93123 0.70214
H 3.27188 -2.83677 2.39769
H 4.28482 -2.72622 3.84378
H 4.92590 -2.20560 2.29166
H 1.53354 -1.54399 3.90007
H 2.05638 -0.06310 4.68906
H 2.84433 -1.60177 5.09379
H 5.38171 0.17938 2.98846
H 5.00515 -0.31567 4.64690
H 4.17451 1.07665 3.92878
Cl -3.23723 -7.20665 3.13786
C -2.36546 -5.86720 2.46621
C -1.06443 -6.02936 2.02470
Cl -0.28155 -7.57299 2.12386
C -0.37897 -4.93019 1.48973
Cl 1.26204 -5.07543 0.93718
C -0.97950 -3.68656 1.39779
O -0.35683 -2.61987 0.92159
C -2.31399 -3.51915 1.83399
O -2.85739 -2.32088 1.72233
C -2.98285 -4.61138 2.37061
Cl -4.60883 -4.37027 2.92159
*
```

Löwdin population analysis, charges in e, atoms 1 to 6: 0.80 -0.03 -0.55 -0.10 -0.03 0.00



# 5
Density functional theory data (the ωB97M-V functional and the def2-TZVPD basis) for C27H34BEuN12O2S2 as an isolated structure.

Values from the calculation:
E	-3388.01930	hartree
ΔE to the lowest compared entry with this formula, charge and spin	112.8	kJ/mol
orbital gap (spin up / spin down)	7.22 / 9.08	eV

The geometry in ORCA input format:
```
! RIJCOSX wB97M-V def2-TZVPD def2/J DEFGRID3
* xyz 2 7
Eu -0.65004 1.12724 -0.32782
C -3.15043 -4.85792 -0.06180
C -2.85659 -4.13898 1.11426
N -2.41411 -2.90116 0.87186
N -2.42909 -2.79369 -0.49195
C -2.87204 -3.94074 -1.05873
B -1.97344 -1.48885 -1.06129
N -3.13627 -0.57610 -1.55922
C -4.27250 -0.78200 -2.21552
C -4.75939 0.46559 -2.60890
C -3.83619 1.38271 -2.14250
N -2.83201 0.76455 -1.49547
N -0.81197 -1.55416 -2.04710
C -0.50356 -2.52363 -2.94376
C 0.62901 -2.14292 -3.58666
C 0.99086 -0.93111 -3.00251
N 0.10769 -0.57396 -2.07217
H -3.50806 -5.89008 -0.11461
H -2.99637 -4.44340 2.16669
H -2.93466 -4.00042 -2.13549
H -1.52852 -0.85326 -0.16094
H -4.70430 -1.72947 -2.35083
H -5.64310 0.70080 -3.14362
H -3.80802 2.48545 -2.17852
H -1.19720 -3.33904 -3.04437
H 1.05126 -2.67561 -4.41803
H 1.84876 -0.34585 -3.23073
C 0.34952 4.14603 3.34157
O -0.36208 2.89046 3.60430
C -0.85459 2.30919 2.55127
O -0.56053 2.67709 1.41673
N -1.64809 1.25308 2.82247
N -2.28914 0.66101 1.72446
H 0.71210 4.47825 4.30023
H -0.34804 4.86134 2.89854
H 1.21058 3.99925 2.66727
H -1.95182 1.01545 3.75622
H -3.27940 0.99664 1.62831
H -2.30505 -0.35488 1.84258
C -2.48816 5.17698 -1.98914
C -1.51244 4.76566 -3.12249
C -0.26795 4.21971 -2.49517
N -0.24229 3.14998 -1.80527
N 0.99991 2.74935 -1.38250
C 1.91256 3.55118 -1.78763
N 3.21183 3.44047 -1.54254
S 1.30538 4.86608 -2.76990
H -3.44846 5.47819 -2.43176
H -2.15034 6.04673 -1.45914
H -2.69648 4.33625 -1.28554
H -1.33744 5.58394 -3.80890
H -2.00612 3.96748 -3.65289
H 3.56229 2.61914 -1.07945
H 3.87123 4.06245 -2.02109
N 0.56778 -0.28561 1.13495
S 2.11349 -0.61715 0.87386
C 2.24823 -2.33906 0.42247
C 3.51411 -2.85224 0.20759
C 3.68593 -4.15103 -0.27902
C 2.57269 -4.91422 -0.65358
C 1.29901 -4.36449 -0.51951
C 1.10884 -3.07909 0.05301
C 2.95890 -0.51839 2.43931
C 2.72144 -1.41094 3.48150
C 3.38114 -1.20736 4.67674
C 4.31060 -0.16920 4.85392
C 4.57531 0.64989 3.78083
C 3.90480 0.50082 2.58325
H 0.15273 -0.93329 1.76884
H 4.41461 -2.25746 0.28921
H 4.70812 -4.48470 -0.45649
H 2.71267 -5.87595 -1.10495
H 0.42578 -4.90044 -0.80520
H 0.10002 -2.72040 0.20900
H 2.02776 -2.22491 3.43928
H 3.17751 -1.88168 5.50580
H 4.76287 -0.01217 5.82419
H 5.27704 1.44687 3.85349
H 4.08191 1.21174 1.80066
*
```

Löwdin population analysis, charges in e, atoms 1 to 6: 1.93 -0.04 -0.15 0.05 -0.05 -0.09



# 6
Density functional theory data (the ωB97M-V functional and the def2-TZVPD basis) for C27H34Cl2I2KN2O6 as an isolated structure.

Values from the calculation:
E	-3726.06481	hartree
ΔE to the lowest compared entry with this formula, charge and spin	12.3	kJ/mol
orbital gap	5.19	eV

The geometry in ORCA input format:
```
! RIJCOSX wB97M-V def2-TZVPD def2/J DEFGRID3
* xyz -1 1
K -0.09907 -0.00745 -0.28489
O -4.14063 -3.77039 2.06320
C -3.32913 -3.32075 1.26590
C -3.65798 -2.42826 0.10829
O -4.77784 -2.05026 -0.20240
C -2.36776 -2.02618 -0.49229
C -1.30995 -2.75629 0.18001
O -0.07361 -2.63461 -0.11456
C -1.84583 -3.45950 1.33541
O -1.21484 -3.99529 2.24858
O -2.18090 -1.14366 -1.35708
Cl 2.87078 -0.10720 1.17905
C 1.91495 0.75482 2.39436
Cl 1.75474 2.47390 2.00389
H 2.41278 0.66276 3.35199
H 0.91341 0.33778 2.42948
I 1.97655 0.09070 -3.27329
C 2.67635 2.03267 -3.78843
I 2.67284 3.39528 -2.14650
H 2.03739 2.45880 -4.55107
H 3.70189 1.96417 -4.12808
C -5.46138 5.38985 0.89434
C -4.00527 5.83488 1.08746
C -3.73488 7.02275 0.16408
C -3.79460 6.28608 2.53912
C -3.08153 4.65853 0.79003
C -2.10356 4.68092 -0.19431
C -1.31177 3.55526 -0.38289
N -1.43353 2.43660 0.31538
C -2.37676 2.39507 1.26335
C -3.19675 3.48315 1.52720
C -2.52035 1.12745 2.03948
C -3.74453 0.76322 2.56905
C -3.87814 -0.41241 3.31311
C -2.73379 -1.17702 3.46844
C -1.55155 -0.75067 2.87775
N -1.41853 0.37665 2.18621
C -5.23701 -0.80697 3.87829
C -5.14529 -2.07441 4.72920
C -6.20368 -1.05649 2.71139
C -5.76710 0.33654 4.75424
H -6.13744 6.22323 1.09857
H -5.72536 4.57059 1.56358
H -5.63024 5.05236 -0.12965
H -4.42307 7.83391 0.40838
H -3.88759 6.75800 -0.88360
H -2.71707 7.39908 0.28165
H -4.45237 7.12757 2.76819
H -2.76210 6.60211 2.69929
H -4.01383 5.48433 3.24465
H -1.93723 5.54703 -0.81817
H -0.53831 3.55770 -1.14475
H -3.92062 3.40901 2.32709
H -4.61350 1.37284 2.36324
H -2.74351 -2.13371 3.96961
H -0.67172 -1.38516 2.94825
H -4.82460 -2.92471 4.12608
H -6.13258 -2.30161 5.13779
H -4.45540 -1.94282 5.56649
H -5.84464 -1.85600 2.06274
H -6.32371 -0.16019 2.09909
H -7.18425 -1.33473 3.10729
H -5.08952 0.54150 5.58683
H -6.74001 0.05881 5.16595
H -5.90002 1.26089 4.18820
C 2.96756 -3.06564 -1.10248
C 2.08189 -3.36380 -2.30033
O 1.06613 -2.38868 -2.48917
H 3.73675 -3.83428 -0.99368
H 2.35984 -3.04794 -0.19718
H 3.46047 -2.09786 -1.22241
H 1.62000 -4.34938 -2.17872
H 2.66820 -3.38327 -3.22325
H 0.47276 -2.44077 -1.68858
*
```

Löwdin population analysis, charges in e, atoms 1 to 6: 0.60 0.06 -0.30 -0.30 0.06 -0.36